[1]
{
  "formula": "C37H38N3",
  "method": "ωB97M-V/def2-TZVPD",
  "symbols": ["C", "N", "C", "C", "C", "C", "C", "C", "C", "C", "C", "C", "C", "C", "C", "C", "C", "N", "C", "C", "C", "C", "C", "C", "C", "C", "C", "C", "C", "H", "H", "H", "H", "H", "H", "H", "H", "H", "H", "H", "H", "H", "H", "H", "H", "H", "H", "H", "H", "H", "H", "H", "H", "H", "C", "C", "C", "C", "C", "C", "C", "C", "N", "C", "C", "H", "H", "H", "H", "H", "H", "H", "H", "H", "H", "H", "H", "H"],
  "xyz": [[1.654, 4.264, -4.057], [1.295, 4.482, -2.658], [0.582, 5.682, -2.383], [-0.442, 6.086, -3.265], [-1.255, 7.170, -2.938], [-1.000, 7.925, -1.787], [0.087, 7.596, -0.970], [0.877, 6.484, -1.263], [1.275, 3.390, -1.803], [1.035, 3.548, -0.417], [0.842, 2.448, 0.403], [0.716, 1.137, -0.135], [0.313, 0.034, 0.676], [-0.480, -1.035, 0.128], [-0.436, -2.349, 0.660], [-1.286, -3.345, 0.207], [-2.298, -3.044, -0.724], [-3.202, -4.049, -1.167], [-2.803, -4.765, -2.383], [-4.598, -3.949, -0.918], [-5.504, -3.647, -1.950], [-6.865, -3.516, -1.656], [-7.341, -3.796, -0.371], [-6.444, -4.151, 0.645], [-5.073, -4.196, 0.387], [-2.357, -1.754, -1.278], [-1.446, -0.788, -0.892], [0.994, 0.983, -1.533], [1.299, 2.074, -2.331], [2.499, 3.569, -4.123], [0.816, 3.859, -4.642], [1.955, 5.222, -4.491], [-0.625, 5.504, -4.177], [-2.091, 7.417, -3.591], [-1.641, 8.769, -1.534], [0.321, 8.197, -0.094], [1.720, 6.215, -0.619], [0.949, 4.536, 0.030], [0.747, 2.594, 1.478], [0.267, 0.159, 1.754], [0.317, -2.564, 1.420], [-1.207, -4.365, 0.591], [-3.356, -5.710, -2.421], [-3.018, -4.180, -3.289], [-1.728, -4.964, -2.331], [-5.130, -3.483, -2.963], [-7.549, -3.198, -2.444], [-8.412, -3.732, -0.159], [-6.807, -4.387, 1.644], [-4.353, -4.459, 1.163], [-3.133, -1.532, -2.011], [-1.494, 0.207, -1.345], [0.993, -0.015, -1.968], [1.461, 1.927, -3.401], [5.281, -4.022, 1.833], [3.933, -4.403, 1.829], [2.953, -3.514, 2.268], [3.321, -2.228, 2.669], [2.244, -1.271, 3.120], [2.472, -0.714, 4.540], [2.464, 0.821, 4.420], [2.621, 1.116, 2.925], [2.118, -0.090, 2.252], [4.672, -1.855, 2.738], [5.650, -2.753, 2.302], [6.046, -4.725, 1.499], [3.628, -5.396, 1.497], [1.894, -3.788, 2.304], [1.275, -1.784, 3.088], [1.691, -1.084, 5.213], [3.433, -1.050, 4.952], [1.520, 1.224, 4.803], [3.277, 1.291, 4.987], [2.055, 1.990, 2.599], [3.686, 1.274, 2.686], [2.478, -0.213, 1.309], [4.952, -0.872, 3.128], [6.698, -2.457, 2.337]],
  "forces_ev_per_a": [[0.07, -0.02, -0.19], [0.55, -1.16, 0.28], [-0.38, 1.09, 0.41], [0.13, -0.43, 0.36], [0.30, 0.08, 0.13], [0.15, -0.22, -0.08], [-0.13, -0.14, -0.24], [-0.11, -0.28, -0.32], [-1.10, 1.00, -0.59], [-0.20, -0.49, 1.00], [0.08, 0.48, -0.51], [0.45, -0.66, 0.10], [-1.96, 2.09, -0.72], [-0.38, -1.54, -0.61], [0.11, 0.45, 0.03], [-0.25, 0.00, -0.10], [0.05, 0.28, -0.21], [0.47, -0.71, 0.07], [-0.08, 0.25, 0.28], [-0.52, 0.30, 0.23], [0.06, 0.14, 0.57], [0.15, -0.26, 0.10], [0.17, 0.09, -0.04], [0.12, 0.19, -0.26], [-0.08, 0.08, -0.59], [0.01, -0.34, 0.34], [0.56, 0.51, 0.18], [0.24, 0.62, 0.00], [0.03, -0.84, 0.03], [-0.17, 0.25, 0.00], [0.20, 0.04, 0.07], [-0.07, -0.23, 0.11], [-0.04, 0.31, 0.48], [0.23, 0.02, 0.15], [0.20, -0.22, -0.08], [-0.08, -0.10, -0.21], [-0.28, 0.27, -0.32], [0.19, -0.43, -0.20], [-0.34, 0.05, -0.39], [-0.23, 0.14, -0.64], [-0.29, -0.06, -0.23], [-0.08, 0.36, -0.10], [0.18, 0.17, -0.08], [0.14, -0.15, -0.03], [-0.19, -0.04, -0.10], [-0.18, 0.01, 0.29], [0.13, -0.21, 0.24], [0.40, -0.02, -0.07], [0.04, 0.08, -0.23], [-0.24, 0.07, -0.19], [0.23, -0.01, 0.20], [-0.06, -0.32, 0.25], [-0.09, 0.21, 0.05], [-0.01, -0.07, 0.51], [-0.28, 0.08, 0.13], [0.14, 0.01, 0.06], [0.42, 0.38, -0.17], [-0.05, -0.16, 0.43], [0.04, 0.00, -0.01], [0.19, 0.03, 0.29], [-0.24, 0.19, 0.10], [0.47, -0.38, -0.07], [1.12, -0.04, 0.34], [-0.09, -0.50, -0.46], [-0.28, 0.05, 0.03], [-0.23, 0.23, 0.08], [0.23, 0.20, 0.07], [0.42, -0.07, -0.08], [0.16, -0.16, 0.11], [0.19, 0.17, -0.06], [-0.29, -0.05, -0.22], [0.14, 0.01, -0.11], [-0.27, -0.15, -0.08], [0.26, -0.01, 0.19], [-0.27, 0.14, -0.01], [0.44, -0.13, 0.52], [-0.05, -0.31, -0.18], [-0.23, -0.16, -0.02]],
  "mulliken_charge": [-1.469, 0.102, 0.297, -0.232, -0.622, -0.493, -0.592, -0.251, 1.853, -0.950, -0.969, 0.532, -0.070, -0.219, -0.091, -0.306, -0.149, 0.347, -0.969, 0.167, -0.059, -0.670, -0.409, -0.551, -0.273, -0.582, -0.972, -0.932, -0.468, 0.481, 0.478, 0.350, 0.299, 0.372, 0.384, 0.388, 0.454, 0.146, 0.597, 0.781, -0.196, 0.503, 0.318, 0.352, 0.329, 0.275, 0.350, 0.371, 0.362, 0.393, 0.466, 0.461, 0.599, 0.414, -0.436, -0.745, -0.197, 0.236, 0.046, -0.887, -0.752, -0.308, -0.096, -0.213, -0.732, 0.381, 0.379, 0.337, 0.409, 0.324, 0.342, 0.333, 0.341, 0.038, 0.340, 0.440, 0.316, 0.380],
  "homo_ha": -0.375,
  "charge": 1,
  "multiplicity": 1,
  "homo_lumo_gap_ev": 5.69,
  "fmax_ha_per_bohr": 0.057,
  "lumo_ev": -4.5
}



[2]
{
  "formula": "C37H38N4O2RhSi",
  "method": "ωB97M-V/def2-TZVPD",
  "symbols": ["Rh", "C", "C", "O", "C", "C", "C", "C", "C", "C", "O", "H", "H", "H", "H", "H", "H", "H", "C", "N", "C", "C", "C", "C", "C", "N", "C", "C", "C", "C", "C", "C", "H", "H", "H", "H", "H", "H", "H", "H", "H", "H", "H", "C", "Si", "C", "C", "N", "C", "C", "C", "C", "C", "C", "H", "H", "H", "H", "H", "H", "H", "H", "H", "H", "H", "H", "H", "H", "C", "C", "C", "C", "C", "C", "C", "C", "N", "H", "H", "H", "H", "H", "H"],
  "xyz": [[0.286, -0.028, 0.209], [2.211, 0.482, 4.127], [1.216, -0.186, 3.194], [1.528, -0.209, 1.994], [0.007, -0.729, 3.760], [-0.113, -0.876, 5.159], [-1.262, -1.322, 5.755], [-2.374, -1.629, 4.948], [-2.305, -1.513, 3.590], [-1.117, -1.070, 2.921], [-1.136, -0.982, 1.658], [2.955, 0.998, 3.526], [2.714, -0.262, 4.749], [1.709, 1.196, 4.778], [0.739, -0.647, 5.785], [-1.312, -1.442, 6.829], [-3.298, -1.957, 5.412], [-3.148, -1.758, 2.956], [-1.860, 0.428, -2.254], [-0.925, -0.493, -1.613], [-0.852, -1.744, -1.923], [-0.030, -2.628, -1.192], [0.221, -4.006, -1.316], [1.052, -4.341, -0.252], [1.271, -3.155, 0.473], [0.626, -2.145, -0.096], [-2.712, -0.138, -3.361], [-3.763, -1.009, -3.082], [-4.522, -1.553, -4.106], [-4.247, -1.228, -5.428], [-3.215, -0.349, -5.716], [-2.452, 0.187, -4.687], [-1.292, 1.276, -2.638], [-2.502, 0.827, -1.465], [-1.434, -2.158, -2.744], [-0.167, -4.658, -2.086], [1.466, -5.310, -0.019], [1.856, -3.020, 1.371], [-3.984, -1.261, -2.050], [-5.331, -2.236, -3.874], [-4.839, -1.655, -6.228], [-2.999, -0.083, -6.743], [-1.645, 0.874, -4.916], [-2.348, 4.233, 0.790], [-1.677, 2.497, 1.216], [-3.169, 1.379, 0.885], [-1.239, 2.546, 3.063], [-0.321, 2.044, 0.245], [0.399, 2.964, -0.483], [1.001, 2.615, -1.712], [1.674, 3.540, -2.488], [1.793, 4.861, -2.073], [1.254, 5.222, -0.846], [0.585, 4.298, -0.060], [-3.436, 4.246, 0.897], [-2.110, 4.520, -0.237], [-1.945, 5.005, 1.450], [-3.831, 1.356, 1.757], [-2.859, 0.356, 0.683], [-3.753, 1.746, 0.037], [-2.109, 2.787, 3.679], [-0.472, 3.300, 3.254], [-0.854, 1.578, 3.389], [0.905, 1.591, -2.046], [2.109, 3.230, -3.433], [2.311, 5.589, -2.685], [1.363, 6.242, -0.495], [0.204, 4.596, 0.909], [2.432, 0.019, -0.819], [3.279, -1.120, -0.731], [3.234, -2.139, -1.708], [4.103, -3.199, -1.684], [5.071, -3.303, -0.674], [5.093, -2.332, 0.338], [4.214, -1.277, 0.314], [6.022, -4.357, -0.697], [6.804, -5.203, -0.733], [1.987, 0.199, -1.790], [2.700, 0.897, -0.242], [2.477, -2.079, -2.481], [4.051, -3.968, -2.444], [5.818, -2.426, 1.137], [4.221, -0.541, 1.109]],
  "forces_ev_per_a": [[0.92, -3.24, -0.83], [0.16, -0.20, -0.13], [-0.03, -0.10, 0.39], [-0.29, 0.94, -0.62], [-0.22, 0.04, -0.35], [-0.06, 0.00, 0.15], [0.22, 0.04, 0.17], [-0.02, 0.01, -0.27], [-0.11, -0.14, 0.18], [0.23, 0.02, -0.13], [-0.52, 0.59, -0.18], [-0.02, -0.03, -0.03], [-0.01, 0.03, 0.04], [-0.02, -0.02, 0.02], [-0.02, 0.03, 0.00], [0.00, 0.02, -0.01], [0.00, -0.03, -0.01], [-0.01, 0.03, 0.00], [-0.02, 0.22, 0.07], [0.73, 0.41, 1.06], [0.00, 0.05, -0.11], [0.17, -0.30, 0.06], [-0.11, 0.11, -0.12], [0.04, 0.04, 0.09], [-0.06, -0.22, 0.14], [-0.16, 1.37, 0.25], [0.10, -0.12, -0.01], [-0.05, 0.03, 0.03], [-0.03, -0.03, 0.00], [0.01, 0.02, -0.01], [-0.02, -0.02, -0.03], [0.03, 0.00, 0.01], [0.05, 0.05, 0.04], [0.09, -0.03, -0.09], [-0.05, 0.11, -0.03], [0.00, 0.00, 0.02], [-0.02, 0.00, 0.00], [0.01, 0.06, -0.05], [0.03, -0.01, 0.00], [0.00, 0.01, 0.01], [0.00, 0.00, 0.00], [0.00, 0.00, 0.01], [0.02, -0.02, 0.02], [0.11, -0.10, 0.04], [-0.05, 0.29, -0.01], [0.19, -0.07, 0.24], [-0.20, -0.17, -0.27], [0.17, -0.64, 0.24], [0.20, -0.01, -0.09], [-0.21, 0.10, 0.01], [-0.02, 0.04, 0.05], [0.10, 0.06, -0.07], [-0.02, 0.03, -0.04], [0.10, -0.07, -0.02], [-0.02, -0.07, 0.05], [-0.02, -0.02, 0.01], [0.00, 0.01, -0.04], [0.00, 0.02, -0.01], [0.00, -0.14, 0.06], [0.05, 0.08, 0.03], [-0.01, -0.02, 0.00], [0.02, 0.01, -0.08], [-0.03, 0.06, 0.07], [-0.13, 0.21, -0.05], [-0.01, -0.02, 0.01], [0.01, -0.01, 0.02], [-0.01, -0.01, 0.04], [0.05, 0.01, -0.04], [-2.51, 1.17, 0.31], [0.63, -1.08, 0.17], [-0.06, 0.46, 0.12], [0.33, -0.22, 0.10], [-0.57, 0.60, -0.02], [0.25, -0.41, -0.07], [-0.40, 0.32, -0.19], [0.30, -0.35, 0.03], [-0.04, 0.02, 0.02], [0.57, 0.03, -0.08], [0.23, 0.10, -0.27], [0.03, 0.00, -0.01], [-0.01, 0.01, -0.02], [0.00, 0.03, 0.01], [0.05, 0.01, -0.02]],
  "mulliken_charge": [-0.162, -2.060, 1.095, 0.151, 0.568, -0.817, -0.871, -0.458, -0.813, 0.046, -0.375, 0.405, 0.406, 0.446, 0.351, 0.369, 0.396, 0.433, -0.108, 1.152, -0.085, -0.376, -1.257, -1.087, -1.005, 1.223, -0.649, -0.026, -0.654, -0.378, -0.692, -0.155, 0.299, -0.431, 0.405, 0.519, 0.461, 0.681, 0.411, 0.378, 0.375, 0.368, 0.442, -1.360, 0.045, -1.290, -0.810, 1.116, 0.248, 0.512, -0.804, -0.649, -0.679, -0.563, 0.461, 0.400, 0.317, 0.501, 0.180, 0.400, 0.402, 0.259, 0.082, -0.051, 0.404, 0.356, 0.388, 0.403, -1.738, 0.877, -0.036, -1.058, 0.583, -1.021, -0.129, 0.074, -0.608, 0.397, 0.792, 0.394, 0.420, 0.438, 0.424],
  "homo_ha": [-0.164, -0.165],
  "charge": -1,
  "multiplicity": 1,
  "homo_lumo_gap_ev": [6.79, 6.34],
  "fmax_ha_per_bohr": 0.068,
  "lumo_ev": [2.3, 1.9]
}



Calculated values (eV) of energy above the lowest of the compared OMol25 structures with the same formula, charge and spin for the records, taken in order: 1.994, 0.000.